The following is a quantum chemistry calculation of a structure of composition C22H16BrIN3OSTa, from the OMol25 dataset.

E = -120105.2897 eV
Orbital gap = 0.2300 Ha
Multiplicity = 1
Energy relative to the best compared isomer or geometry (same formula, charge and spin) = 7.87 kcal/mol
HOMO level = -14.193 eV
Net charge = +2

Each line ends with the natural charge from an NBO analysis.
Atoms and positions in Å:
Ta (0.320, 0.072, -0.115)  1.87
N (-0.856, -2.256, 3.588)  -0.75
C (-0.604, -1.871, 2.340)  0.35
S (0.732, -0.693, 2.146)  -0.16
N (-1.295, -2.310, 1.355)  -0.37
N (-1.010, -1.863, 0.114)  -0.35
C (-1.505, -2.553, -0.867)  0.19
C (-1.328, -2.308, -2.271)  -0.20
C (-1.923, -3.163, -3.205)  -0.11
C (-1.757, -2.953, -4.559)  -0.20
C (-1.006, -1.870, -5.006)  -0.12
C (-0.408, -1.006, -4.103)  -0.25
C (-0.557, -1.237, -2.748)  0.36
O (0.031, -0.443, -1.824)  -0.71
H (-0.272, -1.967, 4.352)  0.43
H (-1.575, -2.943, 3.754)  0.44
H (-2.105, -3.415, -0.588)  0.24
H (-2.521, -3.993, -2.849)  0.24
H (-2.212, -3.627, -5.271)  0.25
H (-0.886, -1.692, -6.066)  0.25
H (0.180, -0.160, -4.436)  0.24
Br (6.181, -0.887, -1.655)  0.14
C (6.081, 0.135, -0.078)  -0.14
C (7.224, 0.343, 0.681)  -0.20
C (7.167, 1.102, 1.841)  -0.15
C (5.969, 1.667, 2.253)  -0.18
C (4.815, 1.473, 1.509)  -0.23
C (4.899, 0.711, 0.362)  -0.11
I (3.143, 0.431, -0.871)  0.37
H (8.154, -0.095, 0.348)  0.26
H (8.066, 1.253, 2.422)  0.25
H (5.925, 2.266, 3.151)  0.25
H (3.883, 1.920, 1.825)  0.24
C (-0.911, 1.707, 0.146)  -0.66
C (-1.681, 2.671, 0.144)  0.29
C (-2.536, 3.776, 0.150)  -0.16
C (-2.874, 4.405, 1.363)  -0.13
C (-3.716, 5.496, 1.350)  -0.21
C (-4.221, 5.973, 0.143)  -0.10
C (-3.893, 5.353, -1.060)  -0.21
C (-3.057, 4.258, -1.066)  -0.13
H (-2.474, 4.026, 2.294)  0.23
H (-3.983, 5.981, 2.279)  0.24
H (-4.873, 6.836, 0.140)  0.24
H (-4.295, 5.730, -1.990)  0.24
H (-2.796, 3.769, -1.994)  0.23